[1]
A molecular structure, C46H62N3PSb2Sn, computed with ωB97M-V/def2-TZVPD.

XYZ file:
```
115
Properties=species:S:1:pos:R:3:lowdin_charge:R:1
Sn -0.22764 -0.19253 -0.78223 1.0112
C 4.72115 1.54365 -0.53085 -0.0788
C 3.59564 0.51191 -0.52286 -0.5112
C 3.13481 0.26916 0.91838 -0.1363
P 2.10512 0.84853 -1.58698 1.0644
C 2.58976 0.49076 -3.36442 -0.4858
C 1.92505 1.41624 -4.38196 -0.0782
C 4.10070 0.44973 -3.60706 -0.0923
C 1.63279 2.58595 -1.33196 -0.2889
C 2.52165 3.57060 -1.73977 -0.0711
C 2.35884 4.92049 -1.42572 -0.2530
C 3.31118 5.96130 -1.93035 -0.0367
C 1.27187 5.26555 -0.61449 -0.0050
C 0.36948 4.32106 -0.19208 0.0019
C 0.47962 2.95482 -0.56592 -0.3161
N -0.55049 2.09693 -0.29051 -0.0494
C -1.39557 2.34892 0.81237 -0.2719
C -0.86943 2.53893 2.11317 -0.1973
C 0.60066 2.39050 2.42021 -0.0285
C -1.73164 2.80523 3.16613 -0.0019
C -3.10589 2.89267 2.99679 -0.2649
C -4.02644 3.17550 4.14793 -0.0279
C -3.61301 2.67308 1.71711 -0.0226
C -2.80193 2.38813 0.62973 -0.2376
C -3.42875 2.29089 -0.73361 -0.0572
H 5.53979 1.15180 0.07616 0.0977
H 4.39942 2.48337 -0.08101 0.0866
H 5.11957 1.74435 -1.52346 0.0651
H 3.97401 -0.43382 -0.92265 0.0741
H 2.77726 1.19902 1.36897 0.0677
H 3.97106 -0.08657 1.52395 0.1037
H 2.33980 -0.47744 0.96790 -0.0463
H 2.20238 -0.52377 -3.50307 0.0935
H 2.20851 2.45818 -4.22210 0.0789
H 0.84527 1.34261 -4.36454 0.0507
H 2.25948 1.13171 -5.38142 0.0976
H 4.53675 1.45008 -3.60863 0.0814
H 4.26623 0.02457 -4.59812 0.0987
H 4.63884 -0.17373 -2.89441 0.0547
H 3.37763 3.28709 -2.34033 0.1051
H 3.92411 5.58392 -2.74737 0.0813
H 3.97912 6.29132 -1.13016 0.0923
H 2.77155 6.84267 -2.27818 0.0888
H 1.12623 6.30288 -0.33246 0.1304
H -0.49888 4.62877 0.37709 0.1267
H 1.11161 1.78775 1.67200 0.0315
H 0.72997 1.92003 3.39559 0.0703
H 1.09763 3.36267 2.45809 0.1054
H -1.31181 2.93780 4.15882 0.1310
H -3.49127 3.59676 4.99679 0.0854
H -4.51444 2.25647 4.48343 0.0834
H -4.81668 3.86563 3.85247 0.0900
H -4.68413 2.75767 1.55607 0.1275
H -4.51506 2.28352 -0.65810 0.0830
H -3.11447 1.40404 -1.27765 0.0204
H -3.14332 3.15903 -1.33561 0.0976
C -3.04855 -3.20370 0.34912 -0.2628
Sb -2.95990 -1.06751 0.38549 1.4040
C -5.07673 -0.75691 0.41015 -0.2341
C -2.47808 -0.67550 2.47060 -0.3237
C -2.92972 -1.77139 3.38445 -0.2876
C -4.19935 -1.63658 3.96305 -0.0509
C -4.70892 -2.56546 4.84931 -0.0573
C -3.93530 -3.66742 5.18820 -0.0565
C -2.68892 -3.82247 4.61154 -0.0386
C -2.16747 -2.90311 3.69324 -0.2600
C -0.82533 -3.29384 3.10422 -0.2957
Sb 0.51942 -1.96883 2.05299 1.3480
C 2.15423 -3.35873 1.95672 -0.2737
C 1.15987 -0.86755 3.78797 -0.2413
H -3.59152 -3.53453 1.23620 0.0300
H -2.05551 -3.65170 0.33231 -0.0162
H -3.59300 -3.50305 -0.54740 0.0243
H -5.48684 -1.34931 1.22890 0.0239
H -5.47932 -1.10846 -0.53874 0.0244
H -5.31838 0.29579 0.54468 0.0059
H -3.00800 0.25382 2.67969 0.0492
H -1.41291 -0.45473 2.52991 -0.0266
H -4.78886 -0.75872 3.71186 0.1130
H -5.69225 -2.42782 5.28107 0.1154
H -4.29829 -4.39509 5.90350 0.1160
H -2.09594 -4.69286 4.87364 0.1225
H -0.96074 -4.14892 2.43490 0.0651
H -0.17989 -3.64529 3.91357 0.0733
H 2.39949 -3.67922 2.96962 0.0246
H 3.02121 -2.86943 1.51284 0.0048
H 1.89310 -4.22532 1.34945 0.0157
H 1.99473 -1.40434 4.23789 0.0272
H 0.32856 -0.82930 4.49392 0.0302
H 1.47312 0.14585 3.54142 -0.0219
C 0.18582 -3.51117 -1.57562 -0.1776
N -0.34063 -2.19188 -1.94283 -0.1058
C -0.87739 -2.02941 -3.11102 -0.0705
C -1.29086 -0.75065 -3.53559 -0.3357
C -1.91499 -0.30208 -4.69837 0.0023
C -2.02832 1.08623 -4.57402 -0.0465
C -1.46148 1.42848 -3.34986 -0.1610
N -1.00612 0.32414 -2.72103 -0.1215
C 1.58570 -3.71791 -2.11154 -0.2174
C 2.60165 -2.83377 -1.75104 -0.0708
C 3.88860 -3.00119 -2.23756 -0.0733
C 4.17435 -4.06081 -3.09073 -0.0572
C 3.16947 -4.94581 -3.45109 -0.0505
C 1.87821 -4.77352 -2.96400 -0.0247
H -0.47944 -4.29536 -1.94332 0.1298
H 0.20483 -3.57530 -0.48739 0.0658
H -1.00516 -2.87770 -3.78623 0.1605
H -2.25828 -0.91487 -5.52041 0.1213
H -2.45439 1.77342 -5.28966 0.1127
H -1.32957 2.40940 -2.91737 0.1156
H 2.37611 -2.01598 -1.06976 0.0634
H 4.67824 -2.31597 -1.94699 0.0983
H 5.18051 -4.19830 -3.46684 0.1159
H 3.38905 -5.77648 -4.10999 0.1171
H 1.09638 -5.46825 -3.25317 0.1194
```

Computed properties:
HOMO level (spin up / spin down): -12.067 / -12.066 eV
LUMO (spin up / spin down): -7.3977 / -7.3978 eV
total charge: +2


[2]
15 unconnected molecules or ions with the total composition C46H63Br2Cl28FN3O8PS, computed with ωB97M-V/def2-TZVPD.

XYZ file:
```
153
Properties=species:S:1:pos:R:3:lowdin_charge:R:1
C -3.44926 2.27257 -1.17081 -0.0695
C -4.88758 1.77978 -1.52562 -0.1195
C -4.76022 0.76438 -2.64769 -0.4950
O -5.50027 0.77173 -3.59401 0.1138
O -3.72664 -0.08968 -2.49546 0.0028
C -4.00958 -1.44905 -2.81375 -0.1656
C -3.76734 -2.38234 -1.62464 -0.1748
C -2.52187 -2.07201 -0.78895 -0.1297
C -2.70829 -2.01335 0.59134 -0.0534
C -1.68364 -1.76483 1.48836 0.0139
C -0.41657 -1.57071 0.98298 -0.0815
C -0.18903 -1.60879 -0.39032 -0.0168
C -1.22281 -1.84399 -1.30368 -0.0663
C -0.95287 -1.85332 -2.79523 -0.1812
C -1.02608 -3.25274 -3.42157 -0.4089
S -0.10440 -3.32831 -5.00565 0.9921
C 0.05376 -1.67949 -5.51173 -0.6956
N 1.15647 -1.00175 -5.55969 0.0386
N 0.89323 0.24447 -5.99969 -0.0582
C -0.39760 0.33301 -6.21121 -0.3151
O -0.94980 -0.84598 -5.88734 0.0244
C 1.23924 -1.40328 -0.79619 -0.2461
O 1.79267 -2.03127 -1.66816 0.1135
C 2.01670 -0.37570 -0.00529 -0.0175
C 1.77085 -0.36925 1.36694 -0.0183
C 2.44956 0.49651 2.22364 -0.1180
C 2.19408 0.45975 3.71518 -0.1329
P 3.52437 -0.48815 4.56189 0.4689
O 4.67527 -0.67438 3.66980 -0.2549
O 4.02274 0.23070 5.91546 -0.1665
O 3.00113 -1.93309 5.02514 -0.1540
C 3.39596 1.37237 1.64542 -0.0866
C 4.16156 2.28762 2.59186 -0.1048
C 3.30174 3.46702 3.16299 -0.1514
C 3.55037 4.84216 2.53105 -0.1990
F 3.42304 5.80336 3.53013 -0.0600
C 3.61122 1.37949 0.25729 -0.1040
C 4.65768 2.35115 -0.27971 -0.1590
C 4.06103 3.73189 -0.40498 -0.3150
N 4.74445 4.77949 -0.60173 0.1167
C 2.91744 0.49627 -0.60185 -0.1396
C 3.12111 0.46458 -2.10730 -0.6153
Br 2.82996 2.24243 -2.92676 0.7800
C 4.53238 -0.03784 -2.54699 -0.7533
C 5.26922 -0.84152 -1.46969 -0.1335
Br 4.24775 -1.25952 -4.06911 0.7158
C 0.74441 -1.33317 1.89828 -0.2544
O 0.83862 -1.89986 2.96047 0.1113
H -2.92612 2.38494 -2.12295 0.0816
H -3.45871 3.19105 -0.59076 0.0488
H -2.96507 1.44500 -0.64962 0.0679
H -5.48543 2.62044 -1.86911 0.0891
H -5.35053 1.25213 -0.68747 0.1227
H -5.02975 -1.61544 -3.16490 0.1028
H -3.38738 -1.78040 -3.64552 0.1085
H -4.64288 -2.28616 -0.97995 0.0677
H -3.76073 -3.42229 -1.94621 0.0308
H -3.70525 -2.16967 0.98532 0.0751
H -1.92754 -1.73334 2.54285 0.1260
H -1.58944 -1.12910 -3.29615 0.1019
H 0.06075 -1.48339 -2.95262 0.0905
H -0.65581 -4.03549 -2.76020 0.0925
H -2.06761 -3.48595 -3.65880 0.0530
H -0.99945 1.18260 -6.54303 -0.0627
H 1.23377 0.01096 3.95602 0.0966
H 2.19877 1.45155 4.16929 0.0314
H 3.64421 1.10387 6.11218 -0.0094
H 3.04673 -1.98295 5.99613 -0.0134
H 5.06161 2.69388 2.13665 0.1050
H 4.50116 1.69287 3.43821 0.0870
H 2.25305 3.19965 2.99130 0.1084
H 3.44079 3.48478 4.24245 0.0654
H 2.78736 5.01533 1.77109 0.1081
H 4.55103 4.87741 2.10122 0.1035
H 4.94544 2.04700 -1.28425 0.0380
H 5.56471 2.35031 0.32098 0.1187
H 2.96734 3.80570 -0.36276 0.1052
H 4.09507 5.56260 -0.66595 0.0053
H 2.38566 -0.15685 -2.59706 0.0262
H 5.11783 0.79569 -2.92291 -0.0070
H 4.56593 -1.57149 -1.06395 0.0837
H 5.59262 -0.15564 -0.68453 0.0720
H 6.10360 -1.36190 -1.93442 0.0666
C -6.38479 -5.14946 -3.41490 -1.0059
Cl -7.01576 -3.72669 -2.57381 0.5451
Cl -4.82107 -5.66910 -2.75636 0.5435
H -7.09337 -5.96277 -3.30934 0.0288
H -6.25257 -4.90264 -4.45712 -0.0382
C 1.01479 2.66621 -9.56160 -0.9799
Cl 0.90735 1.73515 -8.05925 0.6678
Cl -0.58481 3.13430 -10.16834 0.4882
H 1.59113 3.56603 -9.37805 0.0234
H 1.50448 2.05689 -10.31242 0.0231
C 2.58862 3.62862 7.93368 -1.0454
Cl 1.94179 2.87484 6.45844 0.5998
Cl 4.34909 3.51350 7.99420 0.5193
H 2.30541 4.67532 7.95311 0.0332
H 2.16902 3.11687 8.78698 -0.0976
C 3.95265 -1.47701 8.93988 -0.9778
Cl 2.46524 -2.18029 8.28432 0.5524
Cl 3.75984 0.25321 9.22648 0.5259
H 4.20028 -1.96984 9.87253 0.0293
H 4.74872 -1.61858 8.21719 0.0317
C -4.16977 2.75403 -6.18097 -0.9580
Cl -2.77871 1.91747 -6.90209 0.6308
Cl -3.71401 4.32517 -5.51634 0.5186
H -4.91951 2.90087 -6.94960 0.0311
H -4.56577 2.13785 -5.38560 -0.0023
C 7.76915 2.60981 -3.87997 -0.9935
Cl 7.69331 1.82648 -2.29656 0.5578
Cl 6.17543 3.10060 -4.46961 0.5199
H 8.39348 3.49164 -3.79679 0.0236
H 8.19974 1.91213 -4.58874 0.0265
C 4.28814 8.84267 -0.76442 -1.0275
Cl 2.70854 8.06769 -0.95945 0.5032
Cl 4.17283 10.33202 0.17768 0.5061
H 4.95156 8.15525 -0.25174 0.0208
H 4.68050 9.07984 -1.74613 0.0259
C -4.17427 -7.65829 -5.82146 -1.0137
Cl -4.44189 -9.37633 -6.12897 0.5136
Cl -5.63382 -6.70425 -6.12531 0.5539
H -3.88845 -7.52766 -4.78424 -0.0118
H -3.38684 -7.30335 -6.47609 0.0290
C -4.53957 6.55450 -0.26249 -1.0234
Cl -5.22186 5.70789 -1.65641 0.5153
Cl -2.77658 6.44044 -0.22832 0.5049
H -4.82105 7.59939 -0.31883 0.0235
H -4.93487 6.10852 0.64271 0.0235
C 2.67594 5.31968 11.45701 -0.9778
Cl 2.34478 3.69254 10.83946 0.5844
Cl 1.25835 6.36347 11.33174 0.5204
H 2.96494 5.24295 12.49846 0.0278
H 3.48231 5.75177 10.87492 0.0298
C -5.67845 -5.84505 0.91833 -1.0047
Cl -4.70982 -4.48290 0.32419 0.5900
Cl -7.31408 -5.82252 0.25613 0.4876
H -5.19909 -6.77134 0.62463 -0.0832
H -5.73839 -5.78179 1.99934 0.0320
C -3.06757 -9.07552 0.60492 -0.9905
Cl -2.48486 -7.48311 1.10249 0.5342
Cl -4.81585 -9.22664 0.82957 0.5465
H -2.83728 -9.21912 -0.44427 0.0269
H -2.57343 -9.83204 1.20301 0.0265
C 1.39020 -4.65773 4.87465 -1.0217
Cl 0.79053 -4.50081 6.53702 0.4879
Cl 1.41768 -6.34838 4.35285 0.5057
H 0.73754 -4.09700 4.21623 0.0071
H 2.39507 -4.26030 4.82662 0.0082
C -9.54097 -2.96500 2.05096 -1.0099
Cl -10.26051 -3.90256 0.73685 0.4976
Cl -7.77439 -3.05842 2.04861 0.4980
H -9.83134 -1.92770 1.93341 0.0235
H -9.90719 -3.35127 2.99485 0.0251
```

Computed properties:
HOMO level: -9.012 eV
LUMO: -0.5515 eV


[3]
A molecular structure, C46H63ClN4O5SSbSi3Y, computed with ωB97M-V/def2-TZVPD.

XYZ file:
```
125
Properties=species:S:1:pos:R:3:lowdin_charge:R:1
Y 0.67337 -0.19891 0.15281 1.5433
C -3.53140 -3.42488 -0.37065 -0.2996
Sb -1.95691 -2.28046 0.53350 1.4703
C -1.10469 -1.27197 -1.21272 -0.5733
C -0.37808 -2.41222 -1.83912 -0.5037
C 0.59173 -2.23825 -2.85061 -0.0691
C 1.22888 -3.33114 -3.39430 -0.0666
C 0.92093 -4.60913 -2.93409 -0.0926
C -0.01980 -4.70496 -1.92653 -0.1521
N -0.65413 -3.65776 -1.40863 0.0118
Si -2.07741 -0.41367 -2.53261 0.4276
C -3.09888 1.06798 -1.92554 -0.1828
C -3.27060 -1.59879 -3.37933 -0.1734
C -1.07581 0.23075 -3.99863 -0.1763
C -3.16690 -0.87967 1.88777 -0.5278
C -2.61841 0.52081 1.95539 -0.4023
C -3.26929 1.46208 2.77572 -0.0600
C -2.81399 2.75101 2.90265 -0.0373
C -1.67578 3.12473 2.20261 -0.0461
C -1.06245 2.15736 1.44613 -0.1655
N -1.49047 0.88527 1.30969 0.0447
Si -5.02706 -0.95053 1.47585 0.4508
C -5.34857 -0.56267 -0.32862 -0.1849
C -5.70996 -2.64462 1.91376 -0.1762
C -6.16677 0.26806 2.34821 -0.1836
Si -2.83827 -1.57913 3.66349 0.4404
C -4.19602 -1.15668 4.89788 -0.1777
C -1.28539 -0.83867 4.39568 -0.1465
C -2.70770 -3.44606 3.70319 -0.1954
H -3.16700 -3.63298 -1.37073 -0.0112
H -4.49635 -2.93669 -0.41630 -0.0280
H -3.62731 -4.36464 0.17318 0.0084
H 0.86117 -1.24290 -3.17448 0.0965
H 1.97467 -3.18769 -4.16753 0.1097
H 1.38829 -5.49426 -3.34308 0.0961
H -0.29265 -5.67370 -1.51756 0.1087
H -3.07148 1.21163 -0.84274 0.0192
H -4.14586 0.94666 -2.20446 0.0273
H -2.76187 1.99069 -2.41293 0.0315
H -4.16417 -1.81555 -2.79347 0.0118
H -2.77269 -2.55043 -3.58481 0.0338
H -3.59130 -1.18045 -4.33793 0.0344
H -0.12459 0.71661 -3.77667 0.0070
H -1.70689 0.95607 -4.52292 0.0375
H -0.86616 -0.58028 -4.69888 0.0347
H -4.13623 1.14834 3.33047 0.0739
H -3.33437 3.45291 3.54227 0.1153
H -1.26291 4.12223 2.24618 0.1028
H -0.16890 2.42350 0.89601 0.0785
H -4.49070 -0.75836 -0.96522 -0.0283
H -5.61224 0.49107 -0.44131 0.0396
H -6.18499 -1.15645 -0.70700 0.0502
H -5.08305 -3.47438 1.59592 0.0033
H -6.68321 -2.76370 1.43022 0.0440
H -5.86540 -2.74489 2.98853 0.0252
H -5.96755 1.30053 2.05876 0.0318
H -6.17015 0.21325 3.43578 0.0186
H -7.17676 0.02324 2.00349 0.0427
H -4.13112 -0.12376 5.24611 0.0349
H -4.04009 -1.80235 5.76714 0.0394
H -5.21038 -1.32919 4.54736 0.0027
H -1.08871 0.18337 4.06729 0.0296
H -0.40446 -1.42581 4.14443 0.0066
H -1.39401 -0.81474 5.48334 0.0418
H -3.66256 -3.92688 3.48371 0.0247
H -2.41781 -3.73410 4.71820 0.0394
H -1.96050 -3.83702 3.01418 -0.0151
O 0.69349 -2.85249 2.74684 -0.1161
H 1.14307 -3.11760 1.92876 0.0039
H 0.73020 -3.62263 3.32399 0.0559
O -0.19703 1.61739 -1.18738 -0.1854
H 0.40192 1.76602 -1.97317 0.0015
H -1.03238 2.06720 -1.34359 0.0463
Cl 4.02610 2.49625 1.51152 0.6865
C 4.31008 0.78265 1.81336 -0.5888
C 5.62042 0.34794 1.70179 -0.1270
C 5.93966 -0.96339 2.00784 -0.1086
C 4.92450 -1.80701 2.45176 -0.1001
C 3.62262 -1.35049 2.54590 -0.0677
C 3.24951 -0.04060 2.19050 -0.3612
C 1.83471 0.38583 2.24074 -0.2376
H 6.37998 1.04769 1.37971 0.1016
H 6.96217 -1.30740 1.93035 0.0952
H 5.15466 -2.82525 2.74437 0.0969
H 2.84078 -2.01083 2.89505 0.0872
H 1.77218 1.45813 2.44837 0.0053
H 1.30578 -0.15567 3.03041 0.0242
O 1.80222 2.13893 -2.81150 -0.5130
S 2.44494 2.88550 -1.65475 0.9990
C 3.89612 3.68625 -2.31316 -0.3669
C 4.66815 4.49437 -1.49504 -0.0811
C 5.80013 5.09066 -2.02600 -0.0713
C 6.14665 4.87197 -3.35386 -0.0812
C 5.36481 4.05139 -4.15248 -0.0679
C 4.22968 3.44376 -3.63208 -0.0618
C 1.41535 4.33685 -1.46767 -0.3744
C 0.60938 4.76725 -2.50957 -0.0613
C -0.26068 5.82498 -2.28986 -0.0673
C -0.31180 6.44395 -1.04633 -0.0789
C 0.50723 6.00841 -0.01439 -0.0774
C 1.36811 4.93765 -0.21890 -0.0897
H 4.39988 4.65784 -0.45980 0.0845
H 6.41487 5.72273 -1.39884 0.1060
H 7.03387 5.33867 -3.76133 0.1025
H 5.63943 3.87573 -5.18446 0.1052
H 3.61335 2.78130 -4.22376 0.1108
H 0.66428 4.26837 -3.46863 0.1173
H -0.90267 6.16576 -3.09171 0.1066
H -0.99976 7.26266 -0.88070 0.1040
H 0.47649 6.49721 0.95075 0.1065
H 1.98534 4.56528 0.59129 0.0912
C 3.49281 -4.38335 -0.27329 0.0014
N 3.68851 -3.02506 -0.75439 -0.0313
C 4.84116 -2.63867 -1.40089 -0.0446
C 5.04017 -1.36704 -1.75553 0.0247
C 4.03148 -0.35396 -1.43779 -0.4735
O 4.22351 0.82886 -1.68091 -0.0077
N 2.86112 -0.80778 -0.85738 0.1175
C 2.73618 -2.09085 -0.49640 -0.5376
O 1.69020 -2.43950 0.13392 -0.1204
H 4.25392 -5.01472 -0.72655 0.0922
H 2.50499 -4.73905 -0.55820 0.0775
H 3.58779 -4.42368 0.81262 0.0926
H 5.55760 -3.42713 -1.58522 0.1263
H 5.94290 -1.04812 -2.25184 0.1137
```

Computed properties:
HOMO level: -6.668 eV
LUMO: 0.4944 eV


no.,E (Ha)
1,-2989.9317
2,-21429.6333
3,-4391.5117